Record 1
The following is a DFT calculation (wB97M-V/def2-TZVPD) of a 4-piece molecular cluster, C16H28N4 overall.

XYZ file:
```
48
Properties=species:S:1:pos:R:3
C 13.429 5.925 1.506
C 13.610 4.611 0.747
C 12.301 3.797 0.638
C 12.519 2.500 -0.024
N 12.709 1.448 -0.565
H 12.786 6.613 0.957
H 14.402 6.416 1.511
H 12.939 5.623 2.431
H 14.280 3.945 1.290
H 14.076 4.711 -0.233
H 11.489 4.378 0.202
H 12.016 3.624 1.676
C 11.516 8.743 3.273
C 12.498 9.894 2.692
C 13.003 10.866 3.725
C 11.918 11.547 4.491
N 11.110 12.102 5.021
H 12.108 7.860 3.513
H 10.916 8.431 2.418
H 10.848 9.007 4.093
H 12.044 10.396 1.838
H 13.373 9.439 2.227
H 13.580 11.610 3.176
H 13.695 10.443 4.453
C 17.666 5.219 2.256
C 17.920 4.059 1.253
C 18.319 2.771 2.025
C 19.733 2.775 2.434
N 20.835 2.754 2.738
H 17.616 6.115 1.638
H 18.434 5.172 3.028
H 16.701 5.188 2.763
H 18.765 4.401 0.654
H 17.120 3.850 0.543
H 18.250 1.912 1.357
H 17.682 2.504 2.868
C 9.048 3.311 2.053
C 8.325 4.663 2.099
C 7.648 5.245 0.858
C 8.584 5.570 -0.196
N 9.324 5.914 -1.021
H 8.311 2.605 1.670
H 9.312 2.967 3.053
H 9.836 3.298 1.301
H 9.009 5.447 2.422
H 7.563 4.577 2.874
H 7.089 6.165 1.030
H 6.911 4.533 0.486
```

Its SMILES is CCCC#N.CCCC#N.CCCC#N.CCCC#N. The value obtained for the HOMO-LUMO gap is 11.82 eV. The charge is 0. The calculation puts the strongest force on any atom at 5.62 eV Å⁻¹. The value obtained for the total energy is -845.400623 a.u.

Record 2
The following is a DFT calculation (wB97M-V/def2-TZVPD) of a 2-piece molecular cluster, C6H14NO overall.

XYZ file:
```
22
Properties=species:S:1:pos:R:3
C -0.885 -0.757 1.039
C -1.744 -1.924 0.580
C 0.305 -0.289 0.136
N 1.458 -1.248 0.347
C 2.415 -0.594 -1.948
C 2.301 -0.494 -0.457
C -1.387 2.796 0.570
O -2.493 2.302 -0.036
H -0.330 -1.138 1.909
H -1.386 0.144 1.390
H -2.287 -1.670 -0.334
H -1.146 -2.831 0.496
H -2.511 -2.094 1.336
H -0.052 -0.119 -0.890
H 0.483 0.697 0.578
H -0.451 2.388 0.148
H 2.827 0.315 -2.400
H 3.028 -1.464 -2.263
H 1.437 -0.741 -2.424
H 3.049 0.122 0.086
H -1.329 2.669 1.690
H -1.303 3.926 0.445
```

The value obtained for the HOMO-LUMO gap (spin up / spin down) is 4.89 / 5.50 eV. The charge is -2. As for the multiplicity: 2. The calculation puts the strongest force on any atom at 3.19 eV Å⁻¹. The expectation value of S² is 0.754. The value obtained for the total energy is -366.744008 a.u.

Record 3
The following is a DFT calculation (wB97M-V/def2-TZVPD) of C58H54BrIN2OSSiTaTe as an isolated structure.

XYZ file:
```
121
Properties=species:S:1:pos:R:3
Ta 0.377 -0.667 -1.550
C -5.484 -2.596 1.612
C -4.114 -2.774 2.287
C -3.588 -1.412 2.736
C -4.278 -3.658 3.538
C -3.160 -3.425 1.289
C -3.190 -4.821 1.124
C -2.345 -5.471 0.255
C -1.431 -4.703 -0.458
S -0.241 -5.256 -1.584
C 0.244 -3.648 -1.863
N -0.404 -2.737 -1.170
C -1.396 -3.315 -0.347
C -2.281 -2.674 0.521
C 1.236 -3.255 -2.858
C 1.935 -4.205 -3.593
C 2.741 -3.797 -4.644
C 2.820 -2.447 -4.965
C 2.159 -1.504 -4.190
C 1.384 -1.871 -3.092
H -6.207 -2.200 2.331
H -5.863 -3.552 1.241
H -5.418 -1.903 0.767
H -4.234 -1.013 3.521
H -3.585 -0.692 1.922
H -2.574 -1.499 3.142
H -4.732 -3.073 4.339
H -3.314 -4.031 3.897
H -4.933 -4.512 3.357
H -3.895 -5.411 1.697
H -2.391 -6.546 0.123
H -2.298 -1.596 0.576
H 1.831 -5.260 -3.364
H 3.281 -4.529 -5.231
H 3.406 -2.126 -5.820
H 2.237 -0.460 -4.463
C 3.622 1.739 6.352
C 2.918 1.292 5.100
C 1.534 1.257 5.025
C 0.858 0.810 3.892
C -0.656 0.859 3.928
C 1.633 0.368 2.816
Te 0.566 -0.621 1.256
N -0.531 1.226 -1.058
C -1.717 0.657 -1.247
O -1.654 -0.439 -1.979
C -3.009 1.052 -0.672
C -4.152 0.884 -1.456
C -5.389 1.242 -0.948
C -5.485 1.739 0.348
C -4.350 1.877 1.137
C -3.109 1.533 0.629
C 1.576 -2.475 1.338
C 2.528 -2.720 0.350
C 3.139 -3.960 0.261
C 2.795 -4.950 1.173
C 1.858 -4.692 2.165
C 1.229 -3.452 2.275
C 0.207 -3.223 3.365
C 3.034 0.445 2.823
C 3.893 0.035 1.661
C 3.647 0.909 3.975
H 2.933 1.816 7.191
H 4.090 2.715 6.205
H 4.414 1.037 6.616
H 0.946 1.597 5.872
H -0.983 1.859 4.217
H -1.050 0.165 4.675
H -1.117 0.621 2.976
H -4.056 0.492 -2.462
H -6.277 1.137 -1.559
H -6.454 2.008 0.750
H -4.434 2.251 2.152
H -2.224 1.637 1.242
H 2.824 -1.934 -0.341
H 3.885 -4.144 -0.503
H 3.269 -5.924 1.116
H 1.609 -5.467 2.882
H 0.402 -3.870 4.219
H -0.797 -3.449 2.997
H 0.220 -2.192 3.718
H 3.387 0.241 0.726
H 4.128 -1.031 1.697
H 4.834 0.585 1.661
H 4.731 0.975 3.997
Br 4.005 4.269 -2.783
C 4.513 2.825 -3.874
C 5.252 3.082 -5.019
C 5.728 2.036 -5.795
C 5.513 0.721 -5.405
C 4.770 0.451 -4.266
C 4.241 1.505 -3.540
I 3.056 1.086 -1.833
H 5.463 4.109 -5.290
H 6.296 2.253 -6.692
H 5.928 -0.098 -5.980
H 4.629 -0.566 -3.936
C -3.430 5.740 0.822
C -2.358 5.418 1.643
C -1.355 4.579 1.172
C -1.413 4.058 -0.123
C -2.477 4.427 -0.953
C -3.485 5.252 -0.481
Si -0.085 2.955 -0.774
C 0.361 3.601 -2.461
C 0.180 2.857 -3.630
C 0.387 3.424 -4.882
C 0.764 4.757 -4.983
C 0.943 5.515 -3.833
C 0.747 4.940 -2.585
H -4.217 6.388 1.189
H -2.300 5.823 2.646
H -0.517 4.335 1.820
H -2.517 4.071 -1.978
H -4.309 5.523 -1.129
H 1.019 2.817 0.206
H -0.146 1.825 -3.577
H 0.228 2.832 -5.775
H 0.905 5.207 -5.959
H 1.233 6.557 -3.909
H 0.890 5.548 -1.693
```

The value obtained for the HOMO-LUMO gap (spin up / spin down) is 6.96 / 6.84 eV. The charge is +2. As for the multiplicity: 2. The calculation puts the strongest force on any atom at 1.20 eV Å⁻¹. The expectation value of S² is 0.758. The value obtained for the total energy is -6311.355854 a.u.

Record 4
The following is a DFT calculation (wB97M-V/def2-TZVPD) of C20H45N2P3SSeV as an isolated structure.

XYZ file:
```
73
Properties=species:S:1:pos:R:3
V 0.358 0.310 0.093
P 2.080 0.547 1.650
P 1.532 -1.252 -1.212
P -1.274 1.304 1.432
H -6.615 -5.474 -3.464
C -7.299 -4.635 -3.371
C -7.582 -3.844 -4.404
H -7.141 -4.003 -5.384
C 2.285 -0.754 2.942
C 3.808 0.639 0.993
C 2.157 2.041 2.743
C 0.510 -2.050 -2.512
C 3.037 -0.861 -2.224
C 2.217 -2.745 -0.366
C -2.982 1.150 0.777
C -1.250 3.108 1.863
C -1.529 0.665 3.145
H -7.741 -4.475 -2.391
H -8.267 -3.005 -4.311
H 3.178 -0.584 3.553
H 2.346 -1.737 2.468
H 1.398 -0.756 3.583
H 4.525 0.910 1.776
H 3.848 1.389 0.197
H 4.099 -0.322 0.564
H 3.040 2.002 3.391
H 1.265 2.096 3.370
H 2.204 2.946 2.134
H 1.140 -2.540 -3.262
H -0.112 -1.290 -2.992
H -0.148 -2.786 -2.044
H 3.666 -1.755 -2.294
H 3.617 -0.057 -1.762
H 2.758 -0.554 -3.233
H 2.796 -3.340 -1.080
H 1.393 -3.342 0.032
H 2.877 -2.447 0.454
H -3.682 1.779 1.340
H -3.287 0.103 0.848
H -2.995 1.435 -0.278
H -2.069 3.334 2.555
H -1.359 3.738 0.978
H -0.304 3.357 2.351
H -2.151 1.365 3.713
H -0.569 0.551 3.656
H -2.011 -0.312 3.090
C -2.085 -2.528 0.314
C -2.526 -2.120 -0.952
C -3.673 -2.678 -1.518
C -4.403 -3.651 -0.837
C -3.969 -4.063 0.427
C -2.825 -3.510 0.998
Se -0.521 -1.850 1.204
H -0.817 0.152 -1.048
H -1.957 -1.360 -1.481
H -3.995 -2.345 -2.502
H -5.296 -4.083 -1.280
H -4.525 -4.820 0.974
H -2.496 -3.836 1.981
C 2.566 5.569 -0.145
N 2.195 4.279 0.406
C 2.796 2.986 0.095
S 1.705 1.789 0.094
N 3.739 3.079 -1.008
C 5.102 3.540 -0.799
H 3.352 5.527 -0.910
H 2.870 6.250 0.677
H 1.683 6.007 -0.656
H 1.321 4.327 0.954
H 3.555 2.545 -1.872
H 5.586 2.936 -0.004
H 5.688 3.413 -1.734
H 5.163 4.597 -0.487
```

The value obtained for the HOMO-LUMO gap (spin up / spin down) is 3.34 / 3.38 eV. The charge is +3. As for the multiplicity: 3. The calculation puts the strongest force on any atom at 9.61 eV Å⁻¹. The expectation value of S² is 2.412. The value obtained for the total energy is -5664.977869 a.u.